No. 1
40
Properties=species:S:1:pos:R:3:lowdin_charge:R:1 method="wB97M-V/def2-TZVPD" total_charge=0 e_lumo_ev=0.72 smiles="COCCNCC(=O)N1c2ccccc2Sc2ccccc21" relative_energy_kj_mol=1394.5 orbital_gap_ev=9.112
C -2.237 2.351 -4.053 -0.06
O -1.020 1.673 -3.758 -0.22
C 0.201 2.301 -3.876 -0.16
C 0.453 3.385 -2.607 -0.16
N 0.917 2.835 -1.272 0.01
C -0.553 2.139 -0.522 0.07
C 0.099 1.514 0.693 -0.54
O 0.086 2.248 1.677 0.05
N 0.284 0.280 0.799 0.12
C 0.335 -0.873 -0.311 -0.15
C 1.298 -0.526 -1.321 -0.11
C 1.423 -1.103 -2.370 -0.02
C 0.521 -2.513 -2.457 0.03
C -0.083 -2.771 -1.312 -0.08
C -0.417 -1.880 -0.150 -0.52
S -1.310 -2.154 1.218 1.13
C -0.343 -1.497 2.468 -0.56
C -0.139 -2.153 3.511 -0.12
C 0.485 -1.546 4.648 0.05
C 1.407 -0.376 4.357 0.01
C 1.071 0.089 3.147 -0.04
C 0.345 -0.460 2.060 -0.17
H -2.285 2.750 -4.995 0.06
H -2.996 1.564 -4.033 0.10
H -2.491 2.972 -3.266 0.06
H 0.203 2.672 -4.783 0.05
H 1.147 1.539 -3.682 0.16
H -0.411 4.095 -2.415 0.11
H 1.295 3.987 -2.792 0.07
H 1.089 3.423 -0.566 0.01
H -0.639 1.246 -1.304 0.14
H -1.263 2.757 -0.567 0.02
H 1.776 0.455 -1.426 0.13
H 1.850 -0.966 -3.264 0.06
H 0.534 -3.128 -3.135 -0.01
H -0.757 -3.824 -1.383 0.17
H -0.702 -2.838 3.947 0.08
H 0.668 -1.920 5.527 0.04
H 2.149 -0.057 4.968 0.07
H 1.596 1.058 2.886 0.13


No. 2
80
Properties=species:S:1:pos:R:3:lowdin_charge:R:1 method="wB97M-V/def2-TZVPD" total_charge=-1 e_lumo_ev="1.55 / 1.55" spin_multiplicity=2 orbital_gap_ev="6.035 / 6.034"
C -1.180 -1.714 -3.888 -0.06
C -0.871 -1.140 -2.347 -0.40
C -2.354 -0.563 -1.829 -0.07
C -0.491 -2.341 -1.281 -0.07
C 1.069 -2.811 -1.448 -0.27
C 1.126 -4.417 -1.904 -0.12
C 0.451 -4.706 -3.369 -0.63
O 1.025 -4.533 -4.563 -0.14
I -1.624 -5.528 -3.437 0.70
C 1.743 -2.792 0.083 -0.39
O 1.044 -3.325 1.115 -0.17
O 3.088 -2.273 0.388 -0.25
C 1.903 -1.868 -2.493 -0.08
C 1.506 -0.288 -2.505 -0.39
C 1.938 0.323 -4.001 -0.04
C 2.528 0.475 -1.433 -0.07
N 0.055 0.048 -2.320 -0.11
O -0.044 0.766 -1.186 -0.05
H -1.617 -0.822 -4.506 0.08
H -2.052 -2.504 -3.750 0.04
H -0.207 -2.184 -4.367 0.07
H -2.370 -0.308 -0.687 0.06
H -2.668 0.320 -2.535 0.09
H -3.151 -1.430 -2.003 0.09
H -1.238 -3.271 -1.344 0.10
H -0.689 -1.879 -0.199 0.13
H 2.206 -4.877 -1.782 0.15
H 0.449 -4.995 -1.109 0.12
H 1.850 -2.244 -3.623 0.10
H 3.058 -1.959 -2.204 0.14
H 2.708 -0.362 -4.557 0.09
H 0.930 0.500 -4.574 0.08
H 2.462 1.378 -3.810 0.07
H 3.634 0.251 -1.818 0.12
H 2.370 0.136 -0.322 0.09
H 2.400 1.642 -1.510 0.05
C 2.959 4.738 -2.030 -0.18
C 3.152 5.796 -3.112 -0.17
O 4.405 5.486 -3.719 -0.20
S 4.628 3.871 -3.674 0.67
O 4.230 3.324 -4.953 -0.24
O 5.913 3.604 -3.071 -0.23
O 3.463 3.525 -2.588 -0.21
H 3.549 4.973 -1.138 0.11
H 1.908 4.621 -1.750 0.14
H 3.162 6.811 -2.706 0.13
H 2.376 5.720 -3.881 0.13
C -2.581 0.667 3.771 -0.18
C -2.257 -0.106 2.496 -0.18
O -3.392 0.074 1.652 -0.20
S -4.040 1.543 1.942 0.67
O -3.542 2.461 0.941 -0.24
O -5.446 1.375 2.226 -0.25
O -3.260 1.846 3.341 -0.21
H -3.260 0.099 4.415 0.12
H -1.681 0.929 4.335 0.13
H -2.083 -1.168 2.685 0.09
H -1.387 0.320 1.987 0.13
C -0.087 3.173 2.308 -0.17
C 0.965 3.402 3.389 -0.17
O 2.204 3.029 2.791 -0.18
S 2.142 3.361 1.195 0.70
O 2.782 4.640 0.976 -0.25
O 2.500 2.167 0.465 -0.24
O 0.530 3.574 1.085 -0.18
H -0.345 2.113 2.227 0.11
H -0.995 3.756 2.485 0.14
H 0.776 2.809 4.287 0.13
H 1.027 4.462 3.661 0.13
C -4.523 -3.570 5.418 -0.17
C -3.471 -3.341 6.500 -0.18
O -2.232 -3.715 5.901 -0.19
S -2.294 -3.382 4.305 0.71
O -1.654 -2.104 4.086 -0.25
O -1.936 -4.577 3.576 -0.20
O -3.906 -3.170 4.196 -0.19
H -4.781 -4.631 5.337 0.13
H -5.431 -2.988 5.595 0.14
H -3.660 -3.935 7.397 0.14
H -3.409 -2.282 6.771 0.13


No. 3
40
Properties=species:S:1:pos:R:3:lowdin_charge:R:1 method="wB97M-V/def2-TZVPD" total_charge=+2 e_lumo_ev=-5.77 relative_energy_kj_mol=98.5 orbital_gap_ev=9.043
Br 4.779 -12.990 0.701 -0.13
C 5.651 -10.320 3.639 0.03
C 6.811 -11.215 3.976 -0.42
O 7.388 -11.195 4.990 0.21
N 7.116 -12.291 2.951 0.05
H 6.197 -12.672 2.659 -0.01
H 7.526 -11.749 2.184 0.18
C 8.059 -13.325 3.498 0.03
H 5.896 -9.471 3.008 0.11
H 5.193 -10.075 4.596 0.11
H 4.873 -10.884 3.110 0.05
H 7.841 -13.464 4.552 0.10
H 9.064 -12.922 3.423 0.11
H 7.953 -14.252 2.945 0.11
C 0.494 -17.584 3.835 0.05
C 0.328 -16.133 3.452 -0.41
O -0.653 -15.657 3.003 0.20
N 1.439 -15.158 3.851 0.08
H 0.956 -14.299 4.126 0.19
H 1.868 -15.550 4.696 0.18
C 2.433 -14.951 2.710 0.01
H 0.292 -17.587 4.913 0.12
H 1.536 -17.880 3.703 0.10
H -0.232 -18.202 3.326 0.11
H 1.834 -14.381 2.007 0.08
H 2.678 -15.940 2.338 0.11
H 3.291 -14.364 3.011 0.05
C 1.285 -13.050 -1.201 0.03
C 1.369 -11.553 -1.267 -0.42
O 0.454 -10.835 -1.435 0.20
N 2.720 -10.930 -1.016 0.05
H 3.356 -11.569 -0.490 -0.05
H 3.194 -10.844 -1.923 0.19
C 2.667 -9.633 -0.241 0.03
H 1.296 -13.269 -0.121 0.08
H 2.121 -13.580 -1.646 0.10
H 0.272 -13.355 -1.447 0.11
H 3.704 -9.444 0.027 0.10
H 2.045 -9.788 0.631 0.11
H 2.294 -8.871 -0.916 0.11


No. 4
78
Properties=species:S:1:pos:R:3:lowdin_charge:R:1 method="wB97M-V/def2-TZVPD" total_charge=0 e_lumo_ev=-1.25 relative_energy_kj_mol=1593.2 orbital_gap_ev=2.468
C -3.024 2.783 2.860 -0.13
O -1.836 3.358 2.210 -0.28
C -2.063 3.639 0.781 -0.21
C -1.314 2.524 -0.211 -0.18
C 0.302 2.799 -0.187 -0.19
C 1.165 1.502 0.407 -0.21
C 0.821 1.340 2.001 -0.20
C 1.488 0.036 2.733 -0.21
C 2.861 -0.532 2.044 -0.20
C 2.495 -1.951 1.304 -0.13
C 3.065 -2.044 -0.265 -0.19
C 4.181 -3.236 -0.417 -0.12
O 3.907 -4.218 -1.476 -0.18
C 2.554 -4.789 -1.379 -0.10
C 1.355 -3.632 -1.254 -0.14
C 0.185 -3.836 -2.389 -0.14
O -0.927 -4.710 -1.986 -0.17
C -1.727 -4.099 -0.887 -0.15
C -2.461 -2.635 -1.065 0.00
C -3.283 -2.028 0.239 -0.04
C -3.291 -2.916 1.625 -0.06
C -2.580 -4.391 1.814 -0.05
C -1.767 -4.998 0.523 0.00
N 1.933 -2.202 -1.279 -0.08
C 2.271 -1.715 -2.670 -0.12
C 1.245 -0.537 -3.238 -0.13
C 2.153 0.311 -4.358 -0.11
C 1.327 1.579 -4.989 -0.28
O 0.802 1.430 -6.213 -0.01
O 1.192 2.785 -4.146 0.01
H -4.049 3.156 2.434 0.10
H -3.017 1.602 2.743 0.07
H -2.979 2.996 4.021 0.11
H -1.573 4.698 0.538 0.14
H -3.209 3.728 0.502 0.14
H -1.578 1.434 0.141 0.10
H -1.790 2.689 -1.281 0.11
H 0.671 3.107 -1.262 0.09
H 0.475 3.763 0.496 0.13
H 2.305 1.851 0.347 0.11
H 1.042 0.531 -0.234 0.07
H -0.362 1.190 2.069 0.11
H 1.035 2.320 2.637 0.14
H 0.644 -0.777 2.893 0.11
H 1.789 0.390 3.832 0.12
H 3.593 -0.812 2.944 0.12
H 3.448 0.236 1.385 0.10
H 1.323 -2.169 1.358 0.12
H 2.990 -2.841 1.924 0.13
H 3.621 -1.002 -0.435 0.16
H 4.417 -3.806 0.582 0.14
H 5.201 -2.697 -0.724 0.16
H 2.259 -5.507 -2.266 0.15
H 2.526 -5.456 -0.390 0.15
H 0.940 -3.761 -0.142 0.16
H -0.279 -2.846 -2.805 0.11
H 0.717 -4.369 -3.315 0.15
H -2.368 -2.079 -2.095 0.09
H -3.795 -0.975 0.150 0.10
H -3.845 -2.477 2.576 0.10
H -2.574 -5.022 2.813 0.10
H -1.187 -6.034 0.556 0.10
H 1.148 -1.581 -0.918 0.17
H 2.440 -2.591 -3.460 0.17
H 3.335 -1.179 -2.590 0.15
H 0.935 0.228 -2.397 0.11
H 0.331 -0.963 -3.834 0.13
H 3.198 0.653 -3.895 0.14
H 2.446 -0.485 -5.196 0.14
H 1.427 2.450 -3.209 0.10
C -3.382 6.555 2.692 -0.16
C -4.844 6.633 3.166 -0.63
O -5.387 5.448 2.940 -0.36
H -3.310 6.332 1.620 0.04
H -2.886 7.519 2.859 0.04
H -2.813 5.795 3.241 0.04
H -5.267 7.510 2.652 0.06
H -4.791 6.996 4.205 0.06


No. 5
12
Properties=species:S:1:pos:R:3:lowdin_charge:R:1 method="wB97M-V/def2-TZVPD" total_charge=0 e_lumo_ev=-0.30 relative_energy_kj_mol=184.2 orbital_gap_ev=7.887
C 1.782 -0.132 0.681 -1.32
C 0.494 -0.061 -0.069 -0.42
C -0.753 -0.647 0.220 -0.03
C -0.878 0.847 -1.355 -0.21
H 0.528 -0.314 2.512 -0.05
H -1.249 -1.427 0.782 0.12
H -2.528 -0.095 -1.087 0.17
H -1.315 1.428 -2.171 0.13
N -1.593 -0.026 -0.686 0.04
N 0.401 0.760 -1.077 0.11
S 1.858 -0.622 2.144 0.82
S 3.253 0.289 0.105 0.63


No. 6
13
Properties=species:S:1:pos:R:3:lowdin_charge:R:1 method="wB97M-V/def2-TZVPD" total_charge=0 e_lumo_ev="-2.36 / -2.36" spin_multiplicity=2 relative_energy_kj_mol=48.7 orbital_gap_ev="3.341 / 6.314"
O 1.955 -0.559 -0.620 -0.30
O 0.483 0.834 0.769 -0.35
C -0.854 1.182 0.526 -0.26
C -1.389 0.100 -0.427 -0.16
O -0.245 -0.417 -1.089 -0.05
C 0.725 -0.776 -0.159 -0.84
H -1.442 1.186 1.460 0.12
H -0.947 2.180 0.064 0.11
H -2.082 0.494 -1.180 0.12
H -1.869 -0.710 0.143 0.12
O 0.533 -1.819 0.545 -0.08
Mg 2.160 1.410 -0.202 0.75
Ag 2.973 -3.103 0.169 0.82